[1]
55
Properties=species:S:1:pos:R:3:forces:R:3 method="wB97M-V/def2-TZVPD" smiles="COCCCCCCCCC[C@@H]1CO[C@@H](C[C@H](C)Br)[N@H+]1N=C=O" spin_multiplicity=1 max_force_ev_per_a=1.753 e_homo_ev=-11.421 total_charge=+1 total_energy_ha=-3575.8515
C 3.12715 2.43565 -5.17847 -0.3 0.1 0.0
O 1.72372 2.64374 -5.11195 0.1 -0.2 0.0
C 1.08050 1.65695 -4.34272 -0.1 0.2 0.5
C -0.43635 1.80707 -4.44091 0.9 -0.5 -0.1
C -1.07864 0.51635 -3.91460 -0.1 0.2 -0.3
C -2.51879 0.62411 -3.38338 0.1 0.2 0.0
C -2.92512 1.91544 -2.66701 -0.3 -0.1 0.5
C -2.48190 2.08346 -1.18808 -0.1 -0.3 -0.1
C -1.52109 1.02777 -0.62422 0.2 0.8 0.6
C -1.00560 1.47859 0.77669 -0.7 -0.2 -0.5
C -1.54412 0.61649 1.92059 0.8 0.4 0.5
C -0.70080 -0.60611 2.25637 -1.1 -0.6 0.2
C -1.49728 -1.68803 2.98646 0.2 0.7 -0.2
O -0.49408 -2.55425 3.47579 0.1 -0.3 -0.1
C 0.56536 -1.81352 3.97083 -0.1 0.3 0.1
C 1.93302 -2.32838 3.60913 0.2 -0.3 0.4
C 2.26561 -3.75486 4.13067 0.1 0.0 -0.5
C 2.40269 -4.76782 2.98629 0.1 0.3 0.0
Br 1.05648 -4.38817 5.52419 0.1 0.0 0.1
N 0.31213 -0.39277 3.34110 1.1 1.1 -0.7
N 1.46404 0.29466 2.78270 0.0 -0.2 0.2
C 2.03978 1.07490 3.55746 -0.2 -0.3 0.5
O 2.57534 1.78002 4.28567 0.2 0.1 -0.4
H 3.60754 3.40971 -5.22932 0.1 0.0 -0.1
H 3.38382 1.85010 -6.06416 0.0 0.0 0.0
H 3.48472 1.90126 -4.29470 0.1 0.1 0.1
H 1.36456 1.79752 -3.28474 0.1 -0.1 0.0
H 1.39866 0.64041 -4.60772 0.0 0.0 -0.3
H -0.64471 1.94512 -5.50120 -0.4 0.3 0.1
H -0.69293 2.69226 -3.86515 -0.3 0.1 -0.2
H -1.10421 -0.18120 -4.75435 0.1 -0.1 0.1
H -0.39433 0.06171 -3.19411 -0.2 0.0 0.2
H -2.71574 -0.22508 -2.72511 0.0 -0.1 0.0
H -3.20734 0.50044 -4.22027 0.0 0.0 -0.1
H -4.01622 1.92892 -2.66557 0.0 0.1 -0.1
H -2.63450 2.80534 -3.21978 0.1 -0.1 -0.2
H -3.37654 2.05666 -0.55909 0.0 0.1 0.1
H -2.04186 3.06901 -1.02960 0.1 0.0 -0.1
H -0.64815 0.92010 -1.26132 -0.2 -0.3 -0.2
H -2.06818 0.09160 -0.50846 0.3 -0.3 -0.3
H -1.35526 2.49553 0.94973 0.2 0.1 0.0
H 0.08266 1.49495 0.76604 0.1 0.0 0.2
H -2.56849 0.28785 1.74486 0.0 0.0 -0.2
H -1.58655 1.23458 2.82814 -0.2 -0.1 0.1
H -0.14388 -1.00438 1.41047 0.0 0.0 0.0
H -2.04675 -1.16076 3.78027 -0.1 -0.4 0.2
H -2.21706 -2.21911 2.37500 0.2 -0.2 -0.1
H 0.48091 -1.64288 5.04752 -0.1 -0.1 0.0
H 2.65710 -1.64934 4.06126 0.0 0.1 -0.1
H 2.08820 -2.30497 2.53175 -0.1 0.0 -0.1
H 3.23073 -3.68587 4.61858 -0.1 0.0 0.3
H 3.45729 -4.82326 2.71448 0.0 -0.1 0.0
H 2.06459 -5.76060 3.26348 0.0 0.0 0.0
H 1.87722 -4.43367 2.09334 -0.3 -0.1 0.1
H -0.05735 0.24673 4.04720 -0.5 -0.4 0.1

=====

[2]
184
Properties=species:S:1:pos:R:3:forces:R:3 method="wB97M-V/def2-TZVPD" smiles="CC1(C)CCCC(C)(C)N1O.CC1(C)CCCC(C)(C)N1O.CC1(C)CCCC(C)(C)N1O.CC1(C)CCCC(C)(C)N1O.NC(N)=O.NC(N)=O.NC(N)=O.NC(N)=O.NC(N)=O.NC(N)=O.NC(N)=O.NC(N)=O" spin_multiplicity=1 max_force_ev_per_a=2.432 e_homo_ev=-8.087 total_charge=0 total_energy_ha=-3739.4641
C -5.23657 4.86124 -0.32952 -0.7 0.0 0.2
C -4.88832 6.10176 0.52953 -0.1 0.1 -0.7
C -4.52476 7.24789 -0.44842 0.4 -0.2 -0.3
C -5.70848 7.96397 -1.10400 0.5 -0.6 0.8
C -6.60567 8.45147 0.02618 -1.0 0.6 -0.9
C -7.11300 7.32471 0.91970 0.1 -1.5 0.2
N -5.94484 6.57414 1.41960 0.9 1.1 0.3
O -6.29362 5.63966 2.43856 0.1 0.1 -0.6
C -7.84868 7.89791 2.13818 0.2 0.8 -0.9
C -8.04162 6.36315 0.15084 0.1 0.6 -0.5
C -3.62624 5.76664 1.32535 0.5 0.9 0.3
H -4.35340 4.49423 -0.85080 0.1 -0.2 0.3
H -5.96743 5.04193 -1.11930 0.0 0.3 0.1
H -5.69674 4.11127 0.31838 0.4 -0.3 -0.1
H -3.88572 8.00196 0.01942 -0.2 -0.1 0.3
H -3.87724 6.75514 -1.18277 -0.1 0.2 -0.2
H -6.26656 7.27390 -1.73896 0.0 0.1 -0.1
H -5.33432 8.77350 -1.72952 -0.1 0.1 0.0
H -7.48246 8.92654 -0.43670 -0.1 -0.2 0.1
H -6.19094 9.28763 0.59537 0.5 -0.4 0.2
H -7.06928 8.20289 2.83555 -0.3 -0.2 0.5
H -8.34468 8.82583 1.83358 -0.1 -0.1 -0.1
H -8.63688 7.24782 2.50500 0.4 -0.2 0.4
H -7.62091 6.06584 -0.80691 0.0 0.2 -0.1
H -8.20099 5.41892 0.66953 -0.3 0.3 0.4
H -8.95470 6.92933 -0.05695 -0.3 -0.5 0.1
H -3.79730 5.23793 2.26111 -0.1 -0.6 -0.4
H -3.09469 6.67139 1.64621 -0.3 0.2 -0.1
H -2.91465 5.28954 0.65195 -0.1 -0.5 0.3
H -5.88376 6.07082 3.19429 -0.2 -0.3 0.2
C -3.76815 15.98104 -7.56742 -1.7 -0.3 -0.1
C -3.72670 14.48428 -7.90320 1.1 -0.5 -0.3
C -2.58906 13.90094 -7.04495 0.6 -1.6 -0.4
C -2.66191 12.36893 -6.90096 -0.2 0.1 -0.2
C -4.06730 11.88666 -6.57937 0.6 -0.7 0.9
C -5.17451 12.37169 -7.51016 1.0 -0.3 0.6
N -4.98839 13.82306 -7.60122 -1.0 0.9 1.0
O -6.04984 14.42632 -8.34435 0.6 -0.6 -0.2
C -5.06223 11.60682 -8.82408 -0.5 -0.9 -0.7
C -6.50914 12.09928 -6.81285 0.1 0.5 -0.9
C -3.31111 14.29973 -9.38603 0.0 1.0 0.1
H -3.89948 16.12211 -6.49444 0.4 -0.1 0.1
H -4.70079 16.37564 -7.98254 0.3 0.3 -0.3
H -2.91639 16.53239 -7.95314 0.1 -0.1 0.0
H -1.67822 14.01148 -7.63813 0.1 0.7 0.3
H -2.43156 14.36087 -6.07150 -0.4 0.3 0.0
H -1.98083 11.98962 -6.13574 0.0 0.3 0.1
H -2.25890 11.93422 -7.82086 -0.4 -0.1 -0.1
H -4.28710 12.14910 -5.53818 -0.2 0.5 -0.1
H -4.05236 10.79106 -6.50328 -0.2 0.0 -0.5
H -5.57741 12.09452 -9.65918 0.2 0.2 0.0
H -4.05907 11.29864 -9.12491 0.2 0.6 0.0
H -5.54580 10.62391 -8.76234 -0.3 0.3 0.3
H -6.49582 12.67244 -5.88901 -0.3 -0.1 0.1
H -7.29813 12.46495 -7.47490 -0.2 0.1 0.3
H -6.68936 11.03910 -6.64222 0.3 0.0 0.2
H -3.20073 13.26929 -9.71009 0.1 -0.1 0.1
H -2.37012 14.84635 -9.47765 0.1 -0.3 -0.3
H -3.98518 14.82010 -10.07336 -0.2 -0.1 0.1
H -5.91361 14.07130 -9.23739 -0.3 0.3 -0.2
C 0.06737 10.24786 -8.24152 0.2 0.5 -0.4
C -0.41363 8.99418 -8.99636 0.4 0.3 0.5
C 0.33244 8.85704 -10.33426 -0.7 -0.1 0.4
C 1.73962 8.33176 -10.12591 0.2 0.0 -0.4
C 1.70305 6.96451 -9.45702 0.0 0.6 0.0
C 1.09080 7.10471 -8.04780 0.8 -1.0 0.0
N -0.19070 7.76933 -8.21719 -0.7 -0.7 -0.6
O -0.92150 7.86744 -7.00975 0.5 0.2 0.5
C 0.86030 5.65164 -7.56886 -1.6 0.3 -0.7
C 2.08448 7.74852 -7.07007 -0.6 1.0 0.2
C -1.92965 9.13590 -9.19342 0.2 -0.4 -0.1
H -0.39482 10.33170 -7.25947 0.1 -0.1 0.0
H -0.17654 11.15294 -8.80893 -0.3 -0.1 0.0
H 1.15184 10.30849 -8.15877 0.0 -0.3 0.2
H -0.28552 8.19373 -10.94785 0.3 -0.2 -0.2
H 0.35249 9.82300 -10.84315 -0.1 0.1 0.1
H 2.29134 9.04061 -9.50276 0.1 0.0 0.0
H 2.25650 8.32862 -11.08899 0.0 -0.2 0.0
H 2.69132 6.50783 -9.37434 0.1 0.2 0.1
H 1.11436 6.27222 -10.06258 -0.2 0.1 0.1
H 0.16894 5.62350 -6.72323 0.6 0.0 0.4
H 0.27985 5.16104 -8.36036 0.2 -0.2 -0.1
H 1.77070 5.08333 -7.40655 0.1 0.2 0.2
H 2.10121 8.83543 -7.17033 0.3 -0.1 -0.4
H 1.74200 7.64647 -6.03790 0.1 -0.5 0.0
H 3.08278 7.34476 -7.22084 0.0 0.0 0.2
H -2.37479 9.39769 -8.23316 -0.2 0.4 -0.2
H -2.40534 8.19634 -9.49206 0.3 -0.1 -0.1
H -2.12263 9.85328 -9.99197 -0.2 0.3 0.2
H -1.52653 7.12274 -7.04205 0.0 0.0 0.0
C -4.73706 5.25943 -4.92117 -0.2 -0.5 -0.5
C -4.88791 6.35845 -5.98074 0.1 1.5 0.1
C -3.71663 6.33286 -6.95816 1.0 -0.5 -0.8
C -3.93337 5.43002 -8.17534 -1.0 -0.4 1.2
C -5.17309 5.87370 -8.96205 1.9 0.6 -1.3
C -6.23552 6.64880 -8.16776 0.2 0.2 0.8
N -6.13844 6.19825 -6.74941 0.5 -2.3 -0.7
O -7.30010 6.37118 -5.98580 -0.1 0.9 0.1
C -5.96164 8.15379 -8.32900 -1.1 0.1 -0.5
C -7.58690 6.26839 -8.74781 -0.5 -1.2 0.4
C -4.85518 7.71220 -5.25274 -0.3 0.2 0.1
H -5.72243 5.01926 -4.52214 0.2 -0.1 0.3
H -4.06081 5.52579 -4.10886 -0.2 0.4 0.0
H -4.29162 4.34964 -5.33827 -0.3 -0.1 -0.2
H -3.38828 7.31487 -7.30656 -0.6 0.2 0.1
H -2.81866 5.94740 -6.45817 -0.3 -0.1 0.4
H -4.15243 4.42674 -7.78595 0.3 -0.1 0.0
H -3.01271 5.37783 -8.75536 -0.1 0.1 -0.3
H -5.48754 5.04385 -9.60150 -0.7 -0.1 0.4
H -4.73935 6.54879 -9.71382 -0.5 0.3 0.0
H -4.90943 8.41320 -8.27231 0.0 0.1 0.0
H -6.38385 8.43772 -9.30080 0.6 0.0 -0.2
H -6.55586 8.77721 -7.65607 0.2 -0.3 0.4
H -8.47410 6.55708 -8.18106 0.2 0.7 -0.1
H -7.64681 6.53072 -9.80361 0.0 0.3 0.0
H -7.66598 5.17447 -8.71336 0.1 0.0 -0.2
H -5.12815 8.57434 -5.86435 0.1 -0.2 -0.3
H -3.83346 7.88052 -4.90714 -0.1 0.0 0.4
H -5.59261 7.72554 -4.44629 0.4 -0.1 0.3
H -7.45470 5.55474 -5.48307 0.0 0.1 0.1
C -9.10960 5.15047 -12.53368 -0.7 -0.5 0.1
O -8.98506 5.94748 -13.45752 0.1 0.0 0.2
N -10.27052 5.03620 -11.80763 -0.2 0.1 0.2
N -8.16116 4.24289 -12.18854 0.5 0.4 -0.2
H -10.28604 4.61731 -10.88523 0.2 0.2 -0.4
H -11.02282 5.67299 -12.00427 0.2 0.2 -0.2
H -8.26810 3.57754 -11.43459 0.0 0.0 0.0
H -7.26404 4.41664 -12.60878 0.0 -0.3 0.1
C -9.03862 9.37540 -4.66826 -0.9 1.2 -0.2
O -9.91165 10.23135 -4.55416 0.4 -0.1 -0.1
N -8.74350 8.49839 -3.67317 0.4 -0.5 0.3
N -8.22491 9.23926 -5.76062 0.4 -0.6 0.7
H -8.29417 7.61510 -3.87855 -0.1 0.0 0.2
H -9.27952 8.54972 -2.82789 -0.2 0.1 -0.1
H -7.77756 8.33239 -5.74423 0.2 0.1 -0.7
H -8.44398 9.66161 -6.64303 -0.3 0.0 0.1
C -6.57856 2.42092 -6.11898 -0.5 0.9 0.4
O -6.98092 2.80396 -5.02030 0.4 -0.4 -0.3
N -6.12767 1.16474 -6.34690 -0.1 0.3 -0.1
N -6.64891 3.26741 -7.19869 0.2 -0.3 -0.2
H -5.63845 0.99213 -7.20534 0.1 -0.4 0.1
H -6.00312 0.59695 -5.52811 0.1 -0.2 -0.2
H -6.53730 4.26793 -6.99189 0.1 0.0 0.0
H -6.23596 2.97569 -8.07240 0.0 0.0 0.0
C -6.74359 8.98813 -12.22590 1.1 -0.4 0.2
O -5.75989 8.61395 -12.83851 -0.3 0.3 0.0
N -7.85701 8.21604 -12.01692 -0.7 -0.1 0.1
N -6.81373 10.17897 -11.52097 -0.5 -0.3 -0.7
H -8.73546 8.71356 -12.04551 0.0 0.0 0.1
H -7.91897 7.32482 -12.49442 0.1 0.2 -0.4
H -7.39049 10.05914 -10.70933 0.3 0.6 0.2
H -5.97553 10.73017 -11.48560 0.1 -0.1 0.2
C -9.79108 2.79041 -9.22027 0.4 0.3 -0.5
O -8.87048 2.32924 -9.89549 -0.2 0.0 0.0
N -11.01069 3.08210 -9.76682 -0.9 0.1 0.4
N -9.61967 3.13708 -7.92368 -0.2 -0.4 -0.4
H -11.75436 3.47898 -9.21742 0.1 -0.1 0.2
H -11.28550 2.84057 -10.70204 0.5 -0.4 -0.1
H -8.65796 3.07010 -7.61658 -0.1 0.3 0.4
H -10.33706 3.62653 -7.42250 0.2 0.1 0.2
C -10.16212 9.65116 -8.29578 0.0 -0.4 -0.1
O -10.69418 8.60314 -7.96945 0.0 0.2 -0.1
N -8.98169 9.65508 -9.02708 -0.9 0.2 1.0
N -10.62097 10.88568 -7.95314 0.0 -0.4 -0.2
H -8.72891 8.74156 -9.36643 0.3 0.3 -0.4
H -8.68995 10.55032 -9.37128 0.4 -0.3 -0.4
H -10.20083 11.71601 -8.32395 -0.1 0.2 0.2
H -11.46362 10.92721 -7.41000 0.1 0.1 0.1
C -9.16187 4.79408 -3.17370 -1.7 0.4 0.0
O -8.27876 5.60880 -3.43980 0.4 -0.9 0.0
N -10.38939 5.22841 -2.73566 0.4 0.1 0.1
N -9.13265 3.45222 -3.36070 1.6 -0.1 -0.3
H -11.14418 4.58582 -2.59710 -0.1 0.1 0.1
H -10.48556 6.20036 -2.50867 -0.2 0.0 0.0
H -9.84154 2.81826 -3.04962 -0.1 0.2 0.2
H -8.24742 3.06617 -3.68542 -0.4 0.0 -0.1
C -0.92925 2.38203 -10.20105 1.8 0.8 0.8
O -0.43650 3.19950 -10.96357 -0.9 -0.3 -0.3
N -2.02157 2.64243 -9.41470 0.3 -0.1 -0.7
N -0.26008 1.22422 -9.88306 -1.0 0.1 -0.2
H -2.57209 3.42373 -9.71948 -0.3 -0.1 0.4
H -2.30214 1.97070 -8.72844 -0.5 0.2 0.0
H 0.62498 1.08028 -10.32894 0.1 -0.1 0.2
H -0.56201 0.72641 -9.06787 0.4 -0.4 -0.1

=====

[3]
21
Properties=species:S:1:pos:R:3:forces:R:3 method="wB97M-V/def2-TZVPD" spin_multiplicity=1 max_force_ev_per_a=0.784 e_homo_ev=-3.147 total_charge=-1 total_energy_ha=-383.0447
C -1.60831 -1.37978 1.12541 0.6 0.0 -0.1
C -2.25443 -0.58156 0.01442 0.1 -0.1 0.3
C -3.04184 -1.20769 -0.88612 -0.3 0.1 -0.4
N -1.96362 0.75374 0.07141 0.3 -0.5 0.4
H -2.14729 -1.30523 2.07026 -0.2 0.1 -0.1
H -0.60714 -0.97968 1.30732 0.0 0.1 0.0
H -1.48444 -2.42806 0.85423 -0.3 -0.1 0.0
H -3.54863 -0.66575 -1.67970 0.1 0.1 0.0
H -3.18973 -2.27627 -0.89013 0.0 -0.1 0.2
H -0.86699 0.96683 0.40056 -0.3 0.1 -0.3
H -2.32077 1.25285 -0.72657 0.0 0.2 -0.1
C 1.27207 0.61963 -0.29952 0.1 0.3 0.6
O 0.48500 1.11311 0.71571 0.0 0.1 -0.1
C 2.75699 0.73917 0.08891 -0.1 -0.5 0.0
N 3.64144 -0.11704 -0.74441 -0.5 0.6 -0.1
H 1.07762 -0.44713 -0.51489 0.0 -0.1 -0.1
H 1.13894 1.17468 -1.25238 -0.1 -0.1 -0.2
H 3.03164 1.79939 0.07541 0.1 0.0 0.0
H 2.83422 0.40960 1.12569 0.0 -0.1 0.0
H 3.94511 0.42836 -1.54539 0.3 -0.4 0.1
H 4.43077 -0.46355 -0.22087 0.2 0.2 -0.1

=====

[4]
52
Properties=species:S:1:pos:R:3:forces:R:3 method="wB97M-V/def2-TZVPD" smiles="O=C(CN1CCOCC1)NCC[C@]12C[C@H]3C[C@H](C[C@H](C3)C1)C2" spin_multiplicity=1 max_force_ev_per_a=0.542 e_homo_ev=-8.348 total_charge=0 total_energy_ha=-963.9089
O -2.39669 -1.32683 -0.99098 -0.2 0.0 -0.4
C -1.95135 -0.89685 0.05165 0.1 0.2 0.5
N -0.76475 -1.30009 0.56082 0.3 -0.1 0.3
H -0.42307 -0.88244 1.41078 -0.2 0.0 0.0
C 0.10161 -2.22139 -0.14038 0.1 0.0 -0.4
H 0.62995 -2.83239 0.59369 -0.1 0.0 0.0
C 1.08548 -1.55559 -1.10987 0.0 0.0 0.3
H 0.50422 -1.00218 -1.85026 0.0 0.0 -0.1
H 1.59360 -2.36874 -1.63381 0.0 0.0 -0.1
C 2.15579 -0.61444 -0.52204 -0.3 -0.3 -0.2
C 3.25313 -0.43942 -1.58363 0.1 0.1 0.2
C 4.35236 0.49368 -1.08082 0.2 0.0 -0.2
C 4.97884 -0.09776 0.18010 -0.1 0.0 0.0
C 3.89960 -0.25402 1.24878 0.1 -0.1 0.3
C 2.79776 -1.18763 0.74538 0.1 0.2 -0.1
H 3.21662 -2.17399 0.53197 0.0 -0.1 0.0
H 2.04907 -1.30189 1.53235 -0.1 -0.1 0.1
C 3.29981 1.11393 1.57023 0.0 0.0 -0.1
C 2.67805 1.70218 0.30463 -0.1 0.3 0.1
C 3.75613 1.86307 -0.76430 0.0 0.0 0.0
H 4.53748 2.53808 -0.40793 0.0 0.1 0.0
H 3.32308 2.29857 -1.66759 0.0 0.1 0.0
C 1.57838 0.77075 -0.20670 0.2 0.1 0.1
H 1.12814 1.19232 -1.10860 -0.1 0.0 -0.1
H 0.79462 0.69618 0.54848 -0.1 0.0 0.0
H 2.24184 2.68160 0.53363 0.0 -0.1 0.0
H 4.07773 1.78161 1.94703 0.0 0.0 0.1
H 2.53986 1.01530 2.34974 0.0 0.0 0.1
H 4.34375 -0.67985 2.15622 0.0 0.0 -0.1
H 5.42333 -1.06984 -0.04544 0.1 0.0 0.0
H 5.77295 0.55680 0.54612 0.1 0.0 0.0
H 5.11982 0.59871 -1.85605 0.0 0.0 0.0
H 2.81283 -0.03487 -2.49781 -0.1 0.0 -0.1
H 3.68671 -1.41278 -1.82581 0.0 -0.1 0.0
H -0.55452 -2.86879 -0.72918 0.1 0.0 0.1
C -2.66063 0.13588 0.93839 -0.4 0.1 -0.1
N -4.03467 0.43847 0.61110 0.2 -0.1 -0.1
C -4.21752 1.10804 -0.66842 -0.4 0.1 -0.1
C -5.67313 1.56778 -0.75860 0.3 0.3 -0.1
H -5.87305 2.03136 -1.72613 0.0 0.0 0.1
O -6.56615 0.48473 -0.64821 -0.1 -0.1 -0.2
C -6.36464 -0.20264 0.56341 0.1 -0.3 0.3
C -4.92701 -0.70797 0.69054 -0.4 0.1 0.0
H -4.79444 -1.19388 1.66035 0.0 0.0 0.0
H -4.72658 -1.43642 -0.10873 0.0 0.0 0.1
H -7.06889 -1.03639 0.56339 0.0 0.0 0.1
H -6.58638 0.46581 1.41031 0.0 -0.1 0.0
H -5.87139 2.29427 0.04521 0.0 0.0 -0.1
H -3.55670 1.97717 -0.71021 0.0 0.0 0.0
H -3.99310 0.44157 -1.51276 0.0 0.1 0.1
H -2.63668 -0.21970 1.97452 0.1 0.0 0.0
H -2.09119 1.07094 0.88539 0.1 -0.1 0.1